{"formula": "B5F20Zn", "method": "ωB97M-V/def2-TZVPD", "elements": ["Zn", "B", "F", "F", "F", "F", "B", "F", "F", "F", "F", "B", "F", "F", "F", "F", "B", "F", "F", "F", "F", "B", "F", "F", "F", "F"], "coordinates": [[0.065543, -0.079904, 0.122648], [-1.642961, 0.435570, 2.206520], [-2.043515, -0.446999, 3.209983], [-0.222394, 0.536675, 2.163021], [-2.021903, -0.084860, 0.925830], [-2.196274, 1.693289, 2.400543], [-0.044698, 3.297797, -0.472486], [0.257476, 1.943810, -0.077926], [-0.983249, 3.278746, -1.485739], [-0.513440, 4.017240, 0.637661], [1.160449, 3.908360, -0.899070], [0.405639, -3.233939, 1.480557], [0.008180, -2.015827, 0.765352], [-0.585997, -4.185751, 1.199178], [1.652335, -3.641808, 1.021377], [0.468142, -2.982913, 2.850341], [2.777055, -0.193454, -0.435552], [2.839378, 0.897212, -1.288050], [4.047836, -0.744118, -0.270400], [2.207010, 0.185614, 0.834215], [1.828080, -1.129237, -0.898719], [-1.508113, -0.269844, -2.813473], [-0.437633, -0.255787, -1.834866], [-1.489854, -1.548960, -3.418298], [-2.734077, -0.090145, -2.159216], [-1.293015, 0.709222, -3.763443]], "atomic_forces_ev_per_a": [[0.3, -0.1, 0.1], [-0.6, 0.0, 0.5], [0.1, 0.1, -0.1], [0.1, -0.2, -0.1], [0.4, 0.2, -0.1], [-0.1, -0.1, 0.0], [0.4, 0.9, 0.0], [-0.1, -0.2, 0.0], [-0.1, 0.0, -0.1], [-0.1, -0.2, 0.0], [-0.3, -0.2, 0.0], [-0.1, 0.0, 0.0], [0.0, -0.1, 0.3], [0.1, -0.1, 0.0], [0.0, -0.1, -0.1], [-0.1, 0.1, -0.1], [0.2, 0.1, 0.2], [0.1, 0.0, 0.0], [-0.1, -0.1, 0.1], [0.1, 0.2, -0.1], [0.1, -0.1, -0.4], [-0.8, -0.6, -0.1], [-0.1, 0.2, 0.1], [0.1, 0.2, 0.0], [0.3, 0.1, -0.1], [0.2, 0.1, -0.1]], "lowdin_charge": [0.945, -1.211, 0.118, 0.107, 0.104, 0.131, -1.200, 0.095, 0.135, 0.094, 0.076, -1.188, 0.068, 0.091, 0.117, 0.111, -1.229, 0.137, 0.110, 0.084, 0.112, -1.198, 0.086, 0.074, 0.104, 0.127], "e_above_lowest_kcal_mol": 2.3, "largest_force_ev_per_a": 1.0, "homo_ev": -3.61, "total_charge": -3, "multiplicity": 1, "orbital_gap_ev": 11.315, "e_tot_ha": -3902.20896}

{"formula": "B5H20V", "method": "ωB97M-V/def2-TZVPD", "elements": ["V", "B", "H", "H", "H", "H", "B", "H", "H", "H", "H", "B", "H", "H", "H", "H", "B", "H", "H", "H", "H", "B", "H", "H", "H", "H"], "coordinates": [[0.118677, 0.174954, -0.021218], [1.209848, -1.401276, -1.510831], [1.220830, -0.224804, -1.645455], [0.388728, -1.860787, -2.262199], [2.335936, -1.791573, -1.707796], [0.841812, -1.652387, -0.415334], [-0.480152, -0.259991, 2.202682], [-1.311111, -0.952019, 2.738428], [0.193064, -0.971859, 1.538958], [-1.061735, 0.502652, 1.507960], [0.184940, 0.316982, 3.026327], [-1.941178, -1.303054, -0.507087], [-1.426220, -0.487658, -1.198052], [-2.457800, -2.195286, -1.149462], [-1.164625, -1.754008, 0.253801], [-2.824779, -0.761546, 0.129364], [-0.873115, 1.931874, -0.973784], [-1.711820, 1.302600, -0.465641], [-0.350879, 1.216728, -1.757881], [-1.341928, 2.956032, -1.389679], [-0.100396, 2.152480, -0.131521], [2.131107, 0.999083, 0.747980], [1.929815, -0.154441, 0.828174], [3.263637, 1.308838, 1.015211], [1.834703, 1.310302, -0.345082], [1.392629, 1.598174, 1.492128]], "atomic_forces_ev_per_a": [[-0.3, -1.1, -0.9], [0.0, -0.7, -1.1], [-0.1, 1.2, -0.1], [0.1, -0.1, -0.2], [0.2, 0.0, 0.2], [-0.2, -0.2, 1.2], [-0.2, -0.1, 2.0], [-0.2, -0.1, -0.1], [0.8, -0.6, -0.5], [-0.4, 0.8, -0.9], [0.1, 0.1, 0.0], [-1.3, -0.3, 0.6], [0.3, 0.2, -0.7], [0.3, -0.1, -0.5], [0.3, -0.6, 0.5], [-0.1, 0.2, 0.1], [-1.2, 1.0, -0.1], [-1.1, -0.1, 0.3], [0.6, -0.5, -0.8], [0.2, 0.2, -0.3], [1.1, 0.5, 1.1], [0.5, 1.1, 1.0], [0.3, -1.0, 0.4], [0.3, -0.2, -0.2], [0.1, 0.5, -1.1], [-0.1, 0.1, 0.2]], "mulliken_spin": [2.043, -0.006, -0.011, 0.004, 0.000, -0.014, 0.000, -0.002, -0.016, -0.016, 0.005, 0.003, -0.015, -0.005, 0.001, 0.005, 0.003, 0.019, -0.009, -0.006, -0.011, 0.026, 0.002, -0.013, -0.005, 0.019], "e_above_lowest_kcal_mol": 0.0, "largest_force_ev_per_a": 2.1, "homo_ev": [-1.94, -2.39], "total_charge": -2, "multiplicity": 3, "orbital_gap_ev": [7.593, 8.040], "e_tot_ha": -1079.99504}

{"formula": "BCl3CrH4", "method": "ωB97M-V/def2-TZVPD", "elements": ["Cr", "Cl", "Cl", "Cl", "B", "H", "H", "H", "H"], "coordinates": [[0.497086, 0.645058, 0.715633], [2.614560, 1.349377, -0.175373], [-1.009512, 2.608379, 1.131550], [0.624740, -0.570564, 2.937821], [-0.549546, -0.797611, -0.936184], [-0.139554, -1.133431, 0.103639], [-1.349136, 0.030742, -0.728279], [0.312504, -0.384180, -1.608190], [-1.001141, -1.747770, -1.440618]], "atomic_forces_ev_per_a": [[-0.7, -0.1, 0.5], [0.0, 0.1, -0.1], [0.5, -0.2, 0.0], [-0.1, 0.3, -0.3], [-0.1, 0.2, -0.6], [0.9, -0.6, 1.5], [-0.9, 0.9, 0.1], [0.9, 0.5, -0.7], [-0.6, -1.0, -0.4]], "mulliken_spin": [3.918, 0.036, 0.018, 0.017, -0.015, 0.000, 0.011, 0.014, -0.001], "e_above_lowest_kcal_mol": 0.0, "largest_force_ev_per_a": 1.8, "homo_ev": [-1.08, -2.38], "total_charge": -2, "multiplicity": 5, "orbital_gap_ev": [7.216, 8.510], "e_tot_ha": -2452.40990}

{"formula": "BF4Rb", "method": "ωB97M-V/def2-TZVPD", "elements": ["Rb", "B", "F", "F", "F", "F"], "coordinates": [[-0.943918, -0.287320, 1.689416], [0.217284, 0.036097, -0.298229], [-1.107672, -0.071860, -0.419254], [0.576061, 0.263960, -1.610501], [0.570670, 1.176097, 0.494712], [0.687575, -1.116974, 0.143855]], "atomic_forces_ev_per_a": [[-2.4, -1.0, 8.0], [2.8, 3.2, -5.5], [-4.5, 0.4, -3.0], [1.5, 0.3, -0.6], [0.4, -0.2, -0.1], [2.2, -2.7, 1.2]], "lowdin_charge": [1.513, -1.663, -0.071, 0.147, -0.025, 0.099], "e_above_lowest_kcal_mol": 48.8, "largest_force_ev_per_a": 8.4, "homo_ev": -11.84, "multiplicity": 1, "orbital_gap_ev": 11.285, "e_tot_ha": -448.59114}

{"formula": "BH16O6", "method": "ωB97M-V/def2-TZVPD", "elements": ["B", "H", "H", "H", "H", "O", "H", "H", "O", "H", "H", "O", "H", "H", "O", "H", "H", "O", "H", "H", "O", "H", "H"], "coordinates": [[-1.251119, -0.273530, 0.667116], [-2.092134, 0.488387, 1.220294], [-0.331934, 0.326833, 0.141269], [-0.786381, -1.011300, 1.536210], [-1.779358, -0.948124, -0.205790], [1.192368, -2.444482, -0.254303], [0.530312, -1.863843, 0.089663], [0.881478, -2.896997, -1.026725], [1.384928, -0.949450, 3.438094], [1.928491, -0.650887, 2.725587], [0.516555, -0.813201, 2.999767], [-2.132183, 2.183939, -1.482108], [-2.293842, 1.530432, -0.825688], [-1.158204, 2.138871, -1.571255], [2.263864, 0.212085, -1.044476], [2.005371, -0.647714, -0.725877], [1.973444, 0.241065, -1.949050], [-1.277726, -0.023492, -3.299027], [-1.284287, -0.958435, -3.574190], [-1.311320, -0.185251, -2.364561], [0.907082, 2.505980, 1.982108], [0.383959, 1.961997, 1.423003], [1.730635, 2.077117, 2.099939]], "atomic_forces_ev_per_a": [[-0.3, 0.3, 0.4], [0.5, -0.4, -0.5], [0.2, 0.3, 0.0], [0.0, -0.1, 0.0], [-0.2, -0.2, -0.1], [1.8, -0.4, 0.2], [-1.4, 0.6, 0.3], [-0.6, -0.1, -0.4], [-1.2, 0.0, 0.0], [1.0, 0.2, -0.6], [0.2, -0.3, 0.5], [1.1, 1.0, -1.0], [-0.3, -1.0, 1.2], [-0.8, 0.1, 0.0], [0.7, 0.8, 0.2], [-0.3, -0.8, 0.2], [-0.3, 0.0, -0.5], [0.2, -1.2, -0.9], [0.0, 0.6, -0.4], [-0.2, 0.6, 1.4], [-0.4, 1.7, 0.8], [-0.8, -1.1, -0.9], [1.1, -0.8, 0.0]], "lowdin_charge": [-0.431, -0.023, -0.061, -0.059, -0.052, -0.045, -0.037, 0.035, -0.077, 0.001, 0.008, -0.077, -0.044, 0.042, -0.061, -0.026, 0.018, -0.070, 0.038, -0.024, -0.036, -0.023, 0.003], "e_above_lowest_kcal_mol": 1.2, "largest_force_ev_per_a": 2.0, "homo_ev": -6.36, "total_charge": -1, "multiplicity": 1, "orbital_gap_ev": 9.319, "e_tot_ha": -485.89896}

{"formula": "BH18O7", "method": "ωB97M-V/def2-TZVPD", "elements": ["B", "H", "H", "H", "H", "O", "H", "H", "O", "H", "H", "O", "H", "H", "O", "H", "H", "O", "H", "H", "O", "H", "H", "O", "H", "H"], "coordinates": [[-0.163394, 0.092049, -0.239319], [0.458446, -0.786131, -0.319034], [-1.021178, -0.189134, 0.351763], [0.276883, 0.929136, 0.280000], [-0.422395, 0.440745, -1.227034], [-0.802873, -2.774323, -0.792612], [0.069012, -3.125252, -0.611206], [-0.834160, -1.948135, -0.310242], [2.834612, -0.673091, 0.794037], [2.575268, -1.474618, 1.248504], [2.038941, -0.381367, 0.349027], [1.214368, 2.910099, -0.771193], [0.964402, 2.070748, -0.384888], [0.467540, 3.154658, -1.317699], [-1.421340, 1.701161, 2.290888], [-0.988680, 1.068292, 1.717731], [-1.177144, 2.554853, 1.933381], [-2.835425, 1.330347, -1.215234], [-2.884749, 0.382584, -1.090550], [-1.927395, 1.552535, -1.009449], [1.396858, -0.759750, -2.635730], [1.939172, 0.020657, -2.521338], [0.714060, -0.677211, -1.969990], [-0.011433, -2.166903, 2.446762], [-0.191749, -1.534428, 1.751275], [-0.267648, -1.717521, 3.252150]], "atomic_forces_ev_per_a": [[0.1, 0.1, 0.1], [2.6, -2.7, 0.0], [-3.6, -1.1, 2.1], [2.0, 2.7, 2.2], [-1.2, 1.1, -3.5], [-0.5, -0.8, -0.3], [0.2, 0.0, 0.0], [0.0, 0.3, 0.0], [0.8, 0.0, 0.2], [-0.2, -0.2, 0.1], [-0.5, 0.1, -0.2], [0.5, 0.9, -0.2], [-0.2, -0.5, 0.2], [-0.1, 0.0, -0.2], [-0.3, 0.2, 0.7], [0.2, -0.2, -0.4], [0.1, 0.1, -0.1], [-0.8, 0.6, -0.3], [0.2, -0.2, 0.1], [0.2, -0.3, 0.1], [0.6, -0.4, -0.9], [0.1, 0.2, 0.1], [-0.3, 0.1, 0.2], [0.2, -0.4, 0.2], [-0.1, 0.4, -0.4], [0.0, 0.2, 0.2]], "lowdin_charge": [-0.394, -0.044, -0.019, -0.027, -0.007, -0.063, 0.037, -0.048, -0.064, 0.019, -0.033, -0.071, -0.048, 0.026, -0.065, -0.038, 0.029, -0.072, 0.027, -0.018, -0.075, 0.029, -0.054, -0.045, -0.016, 0.035], "e_above_lowest_kcal_mol": 31.2, "largest_force_ev_per_a": 4.3, "homo_ev": -7.29, "total_charge": -1, "multiplicity": 1, "orbital_gap_ev": 10.379, "e_tot_ha": -562.30675}

no.,M (g mol⁻¹)
1,499.41
2,125.16
3,173.20
4,172.27
5,122.93
6,140.95